#w
Here is a 2-piece molecular cluster, C2H2ClN3O overall from the Open Molecules 2025 dataset. Energies are from ωB97M-V/def2-TZVPD.

Highest occupied orbital energy (spin up / spin down) ... -10.7 / -10.7 eV
Lowest unoccupied orbital energy (spin up / spin down) ... -1.88 / -1.88 eV
Frontier orbital gap (spin up / spin down) ... 8.82 / 8.81 eV

ORCA input file:
```
! RIJCOSX wB97M-V def2-TZVPD def2/J DEFGRID3
* xyz 0 1
C -0.012 -0.958 1.017
C 0.339 -0.129 -0.134
N 0.988 -1.846 1.186
N 1.611 -0.419 -0.391
N -1.489 2.058 -1.082
O 1.983 -1.454 0.379
Cl -2.168 3.383 -1.805
H -0.983 -1.037 1.335
H -0.269 0.402 -0.505
*
```

Results of the Löwdin charge analysis, in e, for atoms 1 through 6: -0.058, -0.075, 0.059, 0.069, -0.423, -0.098

#x
Here is a 2-piece molecular cluster, C2H2ClN3O overall from the Open Molecules 2025 dataset. Energies are from ωB97M-V/def2-TZVPD.

Highest occupied orbital energy (spin up / spin down) ... -9.7 / -9.6 eV
Lowest unoccupied orbital energy (spin up / spin down) ... -0.93 / -0.95 eV
Frontier orbital gap (spin up / spin down) ... 8.73 / 8.67 eV

ORCA input file:
```
! RIJCOSX wB97M-V def2-TZVPD def2/J DEFGRID3
* xyz 0 1
C 0.712 -0.200 -0.647
C 1.365 0.286 0.536
N -0.313 0.493 -0.912
N 0.636 1.298 0.957
N -2.006 -1.419 0.497
O -0.415 1.420 0.038
Cl -3.347 -0.781 -0.036
H 1.191 -1.012 -1.366
H 2.178 -0.084 0.933
*
```

Results of the Löwdin charge analysis, in e, for atoms 1 through 6: -0.183, -0.094, 0.013, 0.102, -0.493, -0.109

The winner here is #x, beating the second structure by 1.074 eV.

#w
Here is a 2-piece molecular cluster, C5H11NOS overall from the Open Molecules 2025 dataset. Energies are from ωB97M-V/def2-TZVPD.

Highest occupied orbital energy (spin up / spin down) ... -8.5 / -7.0 eV
Lowest unoccupied orbital energy (spin up / spin down) ... 0.57 / -1.59 eV
Frontier orbital gap (spin up / spin down) ... 9.10 / 5.45 eV

ORCA input file:
```
! RIJCOSX wB97M-V def2-TZVPD def2/J DEFGRID3
* xyz 0 1
C 0.708 1.900 -0.172
C 0.713 1.036 1.052
C 0.939 0.462 -0.256
C 1.627 -0.487 -1.232
C -2.347 -0.949 1.171
N -1.616 -0.146 -1.434
O -2.372 1.512 0.156
S -2.735 0.194 -0.350
H -0.191 2.078 -0.631
H 1.479 2.599 -0.379
H 1.706 1.091 1.455
H -0.160 0.821 1.637
H 1.882 -1.467 -0.852
H 2.569 0.050 -1.615
H 0.834 -0.728 -2.052
H -2.717 -2.010 0.943
H -2.907 -0.438 1.875
H -1.308 -0.833 1.221
H -1.618 -1.177 -1.653
*
```

Results of the Löwdin charge analysis, in e, for atoms 1 through 6: -0.114, -0.100, -0.208, -0.064, -0.167, -0.234

#x
Here is the molecule C5H11NOS from the Open Molecules 2025 dataset. Energies are from ωB97M-V/def2-TZVPD.

Highest occupied orbital energy ... -8.8 eV
Lowest unoccupied orbital energy ... 0.70 eV
Frontier orbital gap ... 9.55 eV
SMILES string ... C/N=C(\OS)C(C)C

ORCA input file:
```
! RIJCOSX wB97M-V def2-TZVPD def2/J DEFGRID3
* xyz 0 1
C -2.550 0.565 -0.882
N -1.374 -0.046 -0.273
C -0.193 0.001 -0.574
O 0.236 0.754 -1.667
S 1.699 1.121 -2.205
C 0.910 -0.582 0.353
C 1.180 0.492 1.428
C 0.481 -1.979 0.923
H -2.862 1.364 -0.286
H -3.347 -0.117 -0.985
H -2.263 1.025 -1.846
H 1.633 2.390 -2.063
H 1.795 -0.550 -0.272
H 0.688 1.481 1.095
H 0.689 0.240 2.284
H 2.235 0.704 1.557
H -0.530 -1.803 1.235
H 0.570 -2.879 0.280
H 1.002 -2.178 1.898
*
```

Results of the Löwdin charge analysis, in e, for atoms 1 through 6: -0.072, 0.066, -0.433, -0.515, 0.857, -0.339

#y
Here is the molecule C5H11NOS from the Open Molecules 2025 dataset. Energies are from ωB97M-V/def2-TZVPD.

Highest occupied orbital energy ... -9.4 eV
Lowest unoccupied orbital energy ... 0.68 eV
Frontier orbital gap ... 10.08 eV
SMILES string ... CCC(=O)NCCS

ORCA input file:
```
! RIJCOSX wB97M-V def2-TZVPD def2/J DEFGRID3
* xyz 0 1
C -2.682 -0.842 -0.033
C -1.195 -0.585 0.107
C -0.860 0.891 -0.073
O -1.654 1.687 -0.530
N 0.379 1.314 0.346
C 1.447 0.446 0.839
C 2.088 -0.511 -0.147
S 2.311 0.049 -1.852
H -3.315 -0.014 0.232
H -2.965 -1.165 -1.037
H -3.009 -1.684 0.592
H -0.673 -1.075 -0.716
H -0.837 -0.849 1.092
H 0.673 2.171 -0.100
H 1.034 -0.099 1.693
H 2.173 1.094 1.297
H 1.530 -1.440 -0.260
H 3.075 -0.750 0.247
H 2.481 1.364 -1.696
*
```

Results of the Löwdin charge analysis, in e, for atoms 1 through 6: -0.096, -0.157, -0.496, 0.059, 0.040, -0.261

#z
Here is a 2-piece molecular cluster, C5H11NOS overall from the Open Molecules 2025 dataset. Energies are from ωB97M-V/def2-TZVPD.

Highest occupied orbital energy ... -8.7 eV
Lowest unoccupied orbital energy ... -2.39 eV
Frontier orbital gap ... 6.30 eV

ORCA input file:
```
! RIJCOSX wB97M-V def2-TZVPD def2/J DEFGRID3
* xyz 0 1
C 0.518 0.592 0.941
C 0.021 1.861 0.375
C -0.865 1.521 -0.748
S -1.921 0.193 -0.194
C 1.566 -0.138 0.196
N 1.672 -1.530 0.370
C 0.483 -2.346 0.140
O 2.162 0.391 -0.713
H -4.755 -0.741 1.151
H 0.298 0.255 1.945
H 0.826 2.484 -0.061
H -0.417 2.529 1.108
H -0.310 1.260 -1.646
H -1.517 2.351 -1.052
H -5.384 -1.121 1.228
H 2.575 -1.748 -0.017
H 0.229 -2.968 1.009
H 0.568 -2.982 -0.748
H -0.366 -1.694 -0.042
*
```

Results of the Löwdin charge analysis, in e, for atoms 1 through 6: 0.042, -0.332, -0.660, 0.668, -0.492, -0.001

The winner here is #y, beating the second structure by 2.288 eV.

#w
Here is the molecule C5H11NOS from the Open Molecules 2025 dataset. Energies are from ωB97M-V/def2-TZVPD.

Highest occupied orbital energy (spin up / spin down) ... -8.8 / -8.8 eV
Lowest unoccupied orbital energy (spin up / spin down) ... -0.16 / -0.16 eV
Frontier orbital gap (spin up / spin down) ... 8.68 / 8.68 eV
SMILES string ... C=[S@](=O)(NC)C1CC1

ORCA input file:
```
! RIJCOSX wB97M-V def2-TZVPD def2/J DEFGRID3
* xyz 0 1
C -0.528 -1.521 -1.888
S -0.431 -0.691 -0.453
O -1.373 -0.749 1.357
N -0.792 0.862 -0.982
C -1.637 1.535 -0.105
C 1.353 -0.509 0.025
C 1.556 0.685 0.923
C 1.715 -0.764 1.484
H -1.478 -1.699 -2.290
H 0.027 -2.488 -1.592
H -1.004 0.796 -1.983
H -1.529 2.654 0.120
H -2.734 1.533 -0.419
H -1.690 0.853 0.741
H 1.860 -0.798 -0.897
H 0.713 1.241 1.303
H 2.417 1.304 0.732
H 2.650 -1.181 1.878
H 0.906 -1.062 2.048
*
```

Results of the Löwdin charge analysis, in e, for atoms 1 through 6: -0.277, 1.011, -0.476, -0.272, -0.241, -0.343

#x
Here is the molecule C5H11NOS from the Open Molecules 2025 dataset. Energies are from ωB97M-V/def2-TZVPD.

Highest occupied orbital energy ... -8.1 eV
Lowest unoccupied orbital energy ... 0.79 eV
Frontier orbital gap ... 8.90 eV

ORCA input file:
```
! RIJCOSX wB97M-V def2-TZVPD def2/J DEFGRID3
* xyz 0 1
C -0.395 0.469 -1.196
C -0.841 0.650 0.249
C -1.249 -0.692 0.889
C -0.709 1.784 0.867
C 3.118 -0.821 -0.479
N 1.949 0.976 1.149
O 0.867 -0.037 -1.060
S 2.140 0.769 -0.413
H -1.084 -0.167 -1.659
H -0.303 1.431 -1.778
H -1.358 -0.559 1.999
H -0.475 -1.471 0.899
H -2.068 -1.172 0.384
H -0.800 1.900 1.860
H -0.672 2.766 0.442
H 3.089 0.636 1.474
H 3.345 -1.038 -1.524
H 2.509 -1.572 0.067
H 3.959 -0.500 0.172
*
```

Results of the Löwdin charge analysis, in e, for atoms 1 through 6: -0.251, -0.351, -0.046, 0.010, -0.218, -0.400

#y
Here is the molecule C5H11NOS from the Open Molecules 2025 dataset. Energies are from ωB97M-V/def2-TZVPD.

Highest occupied orbital energy ... -9.2 eV
Lowest unoccupied orbital energy ... 0.76 eV
Frontier orbital gap ... 9.94 eV
SMILES string ... O=CNCCCCS

ORCA input file:
```
! RIJCOSX wB97M-V def2-TZVPD def2/J DEFGRID3
* xyz 0 1
O -2.345 -3.174 0.501
C -1.140 -3.228 0.467
N -0.417 -2.104 0.153
C -1.179 -0.870 -0.002
C -0.712 0.206 0.993
C -0.093 1.530 0.475
C 1.306 1.452 -0.189
S 2.110 2.739 -1.114
H -0.427 -4.050 0.602
H 0.489 -2.061 0.248
H -0.767 -0.485 -0.920
H -2.252 -0.966 -0.083
H -0.085 -0.224 1.738
H -1.554 0.564 1.589
H -0.874 1.966 -0.203
H -0.111 2.233 1.219
H 2.056 1.005 0.619
H 1.320 0.511 -0.760
H 1.024 3.261 -1.774
*
```

Results of the Löwdin charge analysis, in e, for atoms 1 through 6: 0.020, -0.339, 0.041, -0.157, -0.181, -0.256

The winner here is #y, beating the second structure by 3.645 eV.

#w
Here is the molecule C5H11NOS from the Open Molecules 2025 dataset. Energies are from ωB97M-V/def2-TZVPD.

Highest occupied orbital energy ... -8.8 eV
Lowest unoccupied orbital energy ... 0.74 eV
Frontier orbital gap ... 9.58 eV
SMILES string ... OC[C@]1(S)CCNC1

ORCA input file:
```
! RIJCOSX wB97M-V def2-TZVPD def2/J DEFGRID3
* xyz 0 1
O 1.804 0.221 0.377
C 1.276 -1.119 0.264
C -0.025 -0.940 -0.194
S -0.856 -2.394 -0.864
C 0.128 0.307 -1.223
C -0.378 1.612 -0.395
N -0.090 1.035 0.958
C -0.741 -0.350 0.929
H 1.286 0.779 0.843
H 1.439 -1.427 1.340
H 1.700 -1.781 -0.385
H -2.019 -1.845 -0.807
H 1.243 0.445 -1.560
H -0.742 0.262 -2.055
H -1.340 1.900 -0.501
H 0.290 2.445 -0.687
H -0.468 1.804 1.660
H -1.803 -0.235 0.349
H -0.706 -0.716 1.951
*
```

Results of the Löwdin charge analysis, in e, for atoms 1 through 6: -0.096, -0.264, -0.859, 0.840, -0.101, -0.148

#x
Here is the molecule C5H11NOS from the Open Molecules 2025 dataset. Energies are from ωB97M-V/def2-TZVPD.

Highest occupied orbital energy ... -8.5 eV
Lowest unoccupied orbital energy ... 0.79 eV
Frontier orbital gap ... 9.34 eV
SMILES string ... C=C(CN)SCOC

ORCA input file:
```
! RIJCOSX wB97M-V def2-TZVPD def2/J DEFGRID3
* xyz 0 1
C 1.854 -1.393 1.014
C 1.242 -0.914 0.010
C 1.704 0.252 -0.845
N 1.658 1.733 -0.148
S -0.349 -1.606 -0.589
C -1.352 -0.246 -1.129
O -1.404 0.668 0.009
C -2.721 0.178 0.821
H 2.807 -1.047 1.153
H 1.511 -2.111 1.824
H 2.779 -0.036 -1.122
H 1.051 0.647 -1.881
H 0.736 1.890 0.503
H 2.475 1.745 0.690
H -2.373 -0.669 -1.219
H -0.983 0.365 -2.042
H -3.235 -0.394 0.031
H -3.142 1.227 1.016
H -2.258 -0.290 1.903
*
```

Results of the Löwdin charge analysis, in e, for atoms 1 through 6: -0.045, -0.631, -0.253, -0.091, 0.909, -0.571

The winner here is #w, beating the second structure by 0.457 eV.